Entry 1:
{
  "formula": "C25H25Ge2I2NORe",
  "method": "ωB97M-V/def2-TZVPD",
  "lumo_energy_ev": [-7.20, -9.09],
  "total_charge": 2,
  "homo_lumo_gap_ev": [6.87, 4.92],
  "mol_weight_da": 940.7,
  "homo_energy_ev": [-14.07, -14.01],
  "e_tot_ha": -5924.49792,
  "multiplicity": 4,
  "s2": 3.816,
  "max_force_ev_per_a": 0.4,
  "elements": ["Re", "I", "C", "C", "C", "I", "C", "C", "C", "C", "N", "C", "C", "O", "H", "H", "H", "H", "C", "Ge", "C", "C", "C", "H", "H", "H", "H", "H", "H", "H", "H", "H", "H", "Ge", "C", "C", "C", "C", "C", "C", "C", "C", "C", "C", "C", "C", "H", "H", "H", "H", "H", "H", "H", "H", "H", "H", "H"],
  "coordinates": [[0.9817, 0.7911, 0.0435], [1.4033, 5.9402, 1.5142], [1.0236, 4.2634, 2.6420], [0.8122, 4.3382, 4.0095], [0.5555, 3.2061, 4.7749], [0.2660, 3.4455, 6.7978], [0.4948, 1.8978, 4.1667], [0.2419, 0.6912, 4.8464], [0.2107, -0.4917, 4.1473], [0.4273, -0.4871, 2.7716], [0.6700, 0.6442, 2.1093], [0.7045, 1.8198, 2.7929], [0.9803, 2.9979, 1.9832], [1.1662, 2.8443, 0.7378], [0.8509, 5.3060, 4.4903], [0.0744, 0.7003, 5.9152], [0.0155, -1.4299, 4.6464], [0.3849, -1.3961, 2.1873], [1.7166, 1.5053, -2.1502], [2.5660, -0.3456, -2.0205], [4.4882, -0.1592, -1.8437], [1.8965, -1.4620, -3.4548], [1.7394, -0.8536, -0.2560], [1.7924, 1.6616, -3.2293], [2.2426, 2.3390, -1.6791], [0.6142, 1.6167, -2.0255], [4.9134, 0.1845, -2.7865], [4.9318, -1.1226, -1.5967], [4.7348, 0.5555, -1.0603], [2.2770, -1.0923, -4.4069], [0.8073, -1.4535, -3.4768], [2.2502, -2.4819, -3.3104], [1.9937, -1.7788, 0.2595], [-1.4204, -0.1447, -0.2135], [-1.7326, -1.9012, 0.5163], [-2.8457, -2.0837, 1.3352], [-3.1247, -3.3461, 1.8464], [-2.2953, -4.4163, 1.5430], [-1.1881, -4.2367, 0.7242], [-0.9042, -2.9795, 0.2084], [-1.8545, 0.1082, -2.0887], [-1.9323, -0.9662, -2.9715], [-2.2053, -0.7416, -4.3145], [-2.3946, 0.5524, -4.7798], [-2.3281, 1.6283, -3.9028], [-2.0616, 1.4070, -2.5595], [-2.0863, 0.9440, 0.6664], [-3.5000, -1.2531, 1.5722], [-3.9936, -3.4897, 2.4749], [-2.5168, -5.3982, 1.9392], [-0.5505, -5.0762, 0.4792], [-0.0478, -2.8469, -0.4454], [-1.8059, -1.9822, -2.6130], [-2.2822, -1.5789, -4.9957], [-2.6127, 0.7238, -5.8254], [-2.5020, 2.6344, -4.2610], [-2.0424, 2.2490, -1.8738]]
}

***

Entry 2:
{
  "formula": "C25H25N4O2STi",
  "method": "ωB97M-V/def2-TZVPD",
  "lumo_energy_ev": [-3.32, -3.66],
  "total_charge": 1,
  "homo_lumo_gap_ev": [5.39, 7.64],
  "mol_weight_da": 493.4,
  "homo_energy_ev": [-8.71, -11.30],
  "e_tot_ha": -2584.77921,
  "multiplicity": 3,
  "s2": 2.030,
  "e_above_lowest_ev": 1.1570,
  "max_force_ev_per_a": 2.0,
  "elements": ["Ti", "C", "C", "C", "C", "C", "C", "N", "C", "C", "C", "C", "C", "N", "C", "C", "C", "C", "C", "C", "N", "H", "H", "H", "H", "H", "H", "H", "H", "H", "H", "H", "H", "H", "H", "H", "O", "C", "O", "C", "C", "C", "C", "C", "N", "H", "H", "H", "H", "C", "S", "C", "H", "H", "H", "H", "H", "H"],
  "coordinates": [[0.3122, -0.5635, 0.7953], [3.6725, -0.2663, 1.5610], [3.4147, -0.5192, 0.1056], [4.4309, -0.4172, -0.8238], [4.1832, -0.7233, -2.1532], [2.9319, -1.1665, -2.5230], [1.9476, -1.2591, -1.5571], [2.1671, -0.8949, -0.2650], [0.6198, -1.8458, -1.7827], [0.1486, -2.4846, -2.8944], [-1.0755, -3.1736, -2.8175], [-1.7575, -3.2618, -1.6063], [-1.2625, -2.5828, -0.5122], [-0.1320, -1.8213, -0.6399], [-1.7453, -2.6062, 0.8710], [-2.8884, -3.2709, 1.2892], [-3.2043, -3.2766, 2.6300], [-2.3542, -2.6522, 3.5318], [-1.2211, -2.0070, 3.0786], [-0.2693, -1.3774, 4.0552], [-0.9300, -1.9446, 1.7558], [3.5428, -1.1944, 2.1214], [4.6921, 0.0781, 1.7151], [2.9872, 0.4737, 1.9732], [5.4157, -0.1087, -0.4990], [4.9720, -0.6350, -2.8892], [2.7184, -1.4546, -3.5441], [0.7221, -2.4914, -3.8124], [-1.4588, -3.6888, -3.6876], [-2.6490, -3.8708, -1.5267], [-3.5129, -3.7804, 0.5675], [-4.0938, -3.7855, 2.9803], [-2.5609, -2.6701, 4.5935], [-0.3680, -1.8603, 5.0249], [0.7603, -1.4773, 3.7221], [-0.4661, -0.3128, 4.1956], [-0.1457, 2.5785, 3.1455], [-0.2415, 1.6833, 2.3537], [0.6930, 0.8136, 2.0223], [-1.5235, 1.4591, 1.5610], [-2.6560, 2.1931, 1.8182], [-3.7719, 1.9817, 1.0236], [-3.6884, 1.0734, -0.0123], [-2.5098, 0.3707, -0.1993], [-1.4498, 0.5304, 0.5911], [-2.6309, 2.9165, 2.6213], [-4.6856, 2.5361, 1.1971], [-4.5223, 0.8992, -0.6780], [-2.4058, -0.3343, -1.0122], [1.6618, 2.1991, -2.5408], [0.7942, 2.0989, -0.9698], [1.9631, 3.0574, 0.0160], [1.6488, 3.2255, -2.9030], [1.1452, 1.5606, -3.2568], [2.6905, 1.8554, -2.4272], [2.9182, 2.5357, 0.0865], [1.5554, 3.2000, 1.0144], [2.1089, 4.0325, -0.4472]]
}

***

Entry 3:
{
  "formula": "C25H26AsCl6MoNO4Si2",
  "method": "ωB97M-V/def2-TZVPD",
  "lumo_energy_ev": [-1.37, -1.31],
  "total_charge": 0,
  "homo_lumo_gap_ev": [5.87, 5.93],
  "mol_weight_da": 844.2,
  "homo_energy_ev": [-7.24, -7.24],
  "e_tot_ha": -6968.21200,
  "e_above_lowest_ev": 0.0000,
  "max_force_ev_per_a": 0.5,
  "elements": ["Mo", "Cl", "C", "C", "C", "Cl", "C", "Cl", "C", "Cl", "C", "Cl", "O", "C", "O", "C", "C", "C", "C", "C", "N", "H", "H", "H", "H", "Cl", "C", "C", "C", "C", "O", "C", "C", "O", "C", "H", "H", "H", "H", "C", "Si", "C", "C", "As", "Si", "C", "C", "C", "H", "H", "H", "H", "H", "H", "H", "H", "H", "H", "H", "H", "H", "H", "H", "H", "H", "H"],
  "coordinates": [[-0.6226, -0.0028, -0.4691], [1.4217, -0.6399, 2.2889], [0.8065, 0.9709, 2.1897], [0.0029, 1.3730, 1.1039], [-0.3770, 2.7209, 1.1327], [-1.3218, 3.3729, -0.1704], [-0.0230, 3.6082, 2.1474], [-0.5323, 5.2521, 2.1123], [0.7544, 3.1567, 3.2068], [1.1967, 4.2274, 4.4756], [1.1751, 1.8322, 3.2244], [2.1583, 1.2797, 4.5217], [-2.3430, -2.6627, 2.0827], [-2.1308, -1.7390, 1.3393], [-0.9798, -1.4851, 0.7535], [-3.2166, -0.7635, 0.9675], [-4.5185, -0.9188, 1.4081], [-5.4709, -0.0145, 0.9739], [-5.0882, 1.0024, 0.1100], [-3.7633, 1.0912, -0.2749], [-2.8415, 0.2291, 0.1561], [-4.7460, -1.7426, 2.0694], [-6.5002, -0.1029, 1.2952], [-5.8027, 1.7238, -0.2602], [-3.4163, 1.8716, -0.9379], [-3.6293, 0.8126, -7.2642], [-2.8943, 0.8630, -5.6936], [-2.3950, 2.0753, -5.2057], [-1.8109, 2.1385, -3.9624], [-1.6988, 0.9891, -3.1649], [-1.1304, 1.0757, -1.9870], [-2.2052, -0.2305, -3.6645], [-2.1086, -1.4442, -2.9000], [-1.5836, -1.5642, -1.7925], [-2.8038, -0.2732, -4.9345], [-2.4710, 2.9639, -5.8178], [-1.4159, 3.0705, -3.5798], [-2.5490, -2.3450, -3.3547], [-3.1875, -1.2141, -5.3099], [1.9618, 2.6482, -2.4200], [2.3956, 0.9080, -2.9743], [4.2595, 0.7634, -3.1434], [1.6157, 0.5296, -4.6461], [1.6711, -0.5499, -1.2916], [1.8782, -2.7623, -2.0516], [0.7062, -3.2435, -3.4481], [1.5579, -3.8541, -0.5643], [3.6379, -2.9982, -2.6742], [2.2800, 3.3806, -3.1668], [2.4679, 2.8839, -1.4811], [0.8898, 2.7626, -2.2548], [4.6257, 1.4854, -3.8788], [4.5612, -0.2329, -3.4699], [4.7523, 0.9702, -2.1920], [1.9720, 1.2478, -5.3908], [0.5275, 0.5891, -4.6163], [1.8917, -0.4693, -4.9912], [-0.2779, -3.4925, -3.0525], [1.0992, -4.1273, -3.9587], [0.5991, -2.4486, -4.1896], [0.5783, -3.6479, -0.1278], [2.3121, -3.6851, 0.2067], [1.5938, -4.9091, -0.8490], [3.7826, -2.5282, -3.6495], [3.8488, -4.0654, -2.7861], [4.3697, -2.5795, -1.9818]]
}

***

Entry 4:
{
  "formula": "C25H26AsF9N5O2STa",
  "method": "ωB97M-V/def2-TZVPD",
  "lumo_energy_ev": [-11.07, -12.43],
  "total_charge": 3,
  "homo_lumo_gap_ev": [5.27, 3.91],
  "mol_weight_da": 887.4,
  "homo_energy_ev": [-16.34, -16.34],
  "e_tot_ha": -4981.49364,
  "multiplicity": 2,
  "s2": 0.754,
  "e_above_lowest_ev": 0.7167,
  "max_force_ev_per_a": 0.8,
  "elements": ["Ta", "F", "C", "F", "F", "C", "C", "C", "C", "N", "C", "S", "H", "H", "H", "O", "C", "N", "C", "C", "O", "N", "C", "C", "C", "C", "C", "C", "C", "C", "C", "C", "C", "C", "H", "H", "H", "H", "H", "H", "H", "H", "H", "H", "H", "C", "C", "C", "C", "N", "N", "H", "H", "H", "H", "H", "H", "H", "H", "H", "H", "H", "H", "F", "As", "F", "F", "F", "F", "F"],
  "coordinates": [[0.8762, 1.0564, 1.3337], [3.1099, 5.0901, -1.1762], [3.8585, 4.9762, -0.0722], [5.0304, 5.5475, -0.2780], [3.2260, 5.5997, 0.9241], [4.0240, 3.5028, 0.2712], [5.2687, 2.9028, 0.3943], [5.3589, 1.5520, 0.7325], [4.2087, 0.8307, 0.9348], [2.9937, 1.4039, 0.7850], [2.9157, 2.7105, 0.4786], [1.2209, 3.2113, 0.4774], [6.1639, 3.4926, 0.2367], [6.3211, 1.0723, 0.8468], [4.2321, -0.2090, 1.2208], [-0.9193, 1.9289, 2.0437], [-1.5953, 1.4152, 1.0716], [-2.8211, 1.4268, 0.6768], [-2.9894, 0.6143, -0.5928], [-1.5275, 0.1981, -0.8439], [-1.0289, -0.4707, -1.7090], [-0.7741, 0.6814, 0.2487], [-3.5703, 1.4906, -1.6806], [-2.7413, 2.1774, -2.5620], [-3.2914, 3.0425, -3.4971], [-4.6626, 3.2284, -3.5420], [-5.4896, 2.5511, -2.6536], [-4.9467, 1.6786, -1.7235], [-3.7304, -0.6916, -0.2967], [-3.8668, -1.1637, 1.0065], [-4.5043, -2.3772, 1.2401], [-4.9840, -3.1205, 0.1768], [-4.8270, -2.6562, -1.1251], [-4.1991, -1.4453, -1.3659], [-3.5766, 1.9536, 1.1025], [-1.6655, 2.0330, -2.5485], [-2.6497, 3.5690, -4.1904], [-5.0911, 3.8974, -4.2760], [-6.5607, 2.6975, -2.6892], [-5.5970, 1.1371, -1.0456], [-3.5226, -0.5832, 1.8542], [-4.6385, -2.7291, 2.2541], [-5.4948, -4.0564, 0.3602], [-5.2098, -3.2332, -1.9560], [-4.0921, -1.0801, -2.3798], [2.5513, -3.7426, -1.6436], [2.5643, -3.0898, -0.2374], [1.5209, -3.7055, 0.6775], [3.9775, -3.1596, 0.3601], [2.2627, -1.6674, -0.5127], [1.1239, -1.0205, -0.1730], [2.7964, -4.7964, -1.5045], [3.3030, -3.3068, -2.3040], [1.5688, -3.6704, -2.1104], [1.8082, -4.7407, 0.8567], [0.5277, -3.7433, 0.2193], [1.4768, -3.2189, 1.6529], [4.2750, -4.2070, 0.3973], [3.9944, -2.7705, 1.3786], [4.7093, -2.6347, -0.2581], [2.8426, -1.1802, -1.1977], [0.5423, -1.6762, 0.3623], [0.5546, -0.7274, -1.0338], [2.2172, -0.5201, 2.4008], [1.3592, -0.3768, 4.0168], [1.3481, 1.4360, 3.2728], [0.0120, -0.4544, 2.7897], [0.2861, 0.1408, 5.1658], [1.3352, -2.0278, 4.2139], [2.8011, 0.0064, 4.7434]]
}